Entry from OMol25: a 11-piece molecular cluster, C36H99N5O11 overall at a distorted geometry (ωB97M-V with the def2-TZVPD basis set).

## Properties
HOMO in eV: -9.08
LUMO in eV: 0.664
Structure (SMILES): COC[C@H](C)N.COC[C@H](C)N.COC[C@H](C)N.COC[C@H](C)N.COC[C@H](C)N.CC(C)O.CC(C)O.CC(C)O.CC(C)O.CCO.CCO
Energy in Ha: -2532.21554
Relative energy (zero: lowest compared OMol25 entry of this formula, charge and spin) in eV: 2.3545

Element x y z (Å)
C -1.60422 3.84256 2.87898
C -2.46594 2.63294 3.24525
C -2.02561 1.88277 4.51484
O -0.85277 1.14316 4.29331
C -0.10747 0.79319 5.47781
N -3.78272 3.12555 3.61789
H -0.59208 3.44380 2.75909
H -1.65960 4.67983 3.71144
H -2.03256 4.18812 1.95889
H -2.40460 1.92050 2.42225
H -2.91626 1.29930 4.82394
H -1.92592 2.65269 5.30134
H 0.31929 1.63389 5.95728
H 0.76664 0.31485 5.14047
H -0.65670 0.17111 6.14559
H -4.16820 3.66779 2.85471
H -4.38612 2.33901 3.87906
C -3.09629 -4.51917 3.19868
C -4.01897 -4.22294 2.03937
C -4.86951 -2.95898 2.36715
O -5.62830 -2.97154 3.62482
C -6.79193 -3.81464 3.51346
N -3.27824 -4.24098 0.78835
H -3.66265 -4.49812 4.12723
H -2.30002 -3.82081 3.22254
H -2.60852 -5.52517 3.18651
H -4.63877 -5.09948 1.86718
H -5.64411 -2.79226 1.64307
H -4.18515 -2.09593 2.42374
H -6.62827 -4.82622 3.84931
H -7.14547 -3.84014 2.47360
H -7.62515 -3.37352 4.11449
H -2.70170 -3.36489 0.75125
H -4.01583 -4.16012 0.04915
C 0.71000 -3.86333 -0.98472
C 2.19434 -3.88940 -0.78964
C 2.85113 -5.14223 -1.18079
O 4.16833 -5.15147 -0.67030
C 4.77300 -6.42600 -0.86800
N 2.72993 -2.72026 -1.47747
H 0.45880 -4.25193 -2.00919
H 0.36454 -2.81645 -1.00049
H 0.16488 -4.38251 -0.16325
H 2.31239 -3.75094 0.27939
H 2.68555 -5.33704 -2.25784
H 2.27427 -5.93109 -0.64949
H 5.60989 -6.44204 -0.18868
H 5.26818 -6.43784 -1.82340
H 4.01593 -7.10195 -0.63822
H 2.41351 -2.80004 -2.41443
H 3.71844 -2.76266 -1.43878
C 2.51222 3.06669 1.77684
C 3.31314 1.76722 1.77260
C 4.57242 1.98325 0.96738
O 4.18148 2.12661 -0.37758
C 4.99796 2.97511 -1.18511
N 3.65689 1.28797 3.03767
H 2.84137 3.80180 2.53139
H 1.37820 2.95645 1.99580
H 2.69549 3.63144 0.76974
H 2.63973 1.10566 1.17807
H 5.23367 1.11787 0.96396
H 5.07163 2.82585 1.46153
H 4.99707 4.09214 -0.93986
H 4.59690 2.87776 -2.17631
H 6.01088 2.54778 -1.22130
H 2.86914 0.98294 3.47868
H 4.01449 2.01020 3.61874
C 2.30598 -0.22140 -4.41025
C 2.77401 0.63968 -3.20950
C 2.53568 2.10844 -3.41581
O 3.49701 2.61150 -4.29557
C 3.03035 3.77715 -4.87838
N 2.06550 0.24035 -1.97620
H 1.32154 0.10527 -4.85684
H 2.12595 -1.27476 -4.00970
H 3.02476 -0.23854 -5.26098
H 3.85359 0.48233 -3.05659
H 2.55799 2.58999 -2.39861
H 1.54989 2.09651 -3.99224
H 3.95241 4.17428 -5.37542
H 2.74372 4.52363 -4.19945
H 2.23043 3.59851 -5.54891
H 2.19022 0.94421 -1.28571
H 2.56777 -0.56094 -1.60018
C -3.99653 0.85242 -4.58294
C -3.73978 2.27126 -4.11462
O -2.91411 2.41376 -2.88896
H -3.12357 0.50295 -5.02554
H -4.79786 0.98238 -5.33863
H -4.26514 0.24838 -3.73717
H -4.66673 2.82946 -3.92429
H -3.19816 2.82245 -4.87542
H -3.27687 1.78803 -2.26912
C -2.36683 -2.01351 -3.74068
C -1.10190 -1.12131 -3.61371
O -0.56229 -1.31969 -2.30485
H -3.10445 -1.65060 -3.03604
H -2.13532 -3.03501 -3.66348
H -2.84253 -1.84218 -4.75468
H -1.38662 -0.08456 -3.67637
H -0.40988 -1.26443 -4.43641
H 0.21157 -0.77764 -2.18206
C -4.80477 1.30033 0.77974
C -4.96631 0.26847 -0.37926
C -6.11095 0.72426 -1.33763
O -3.71680 0.25721 -1.06895
H -4.03267 1.04228 1.53804
H -5.74118 1.47767 1.31101
H -4.53215 2.24762 0.32150
H -5.30393 -0.63708 0.14305
H -6.95792 1.13121 -0.73510
H -6.55080 0.00438 -2.01064
H -5.73735 1.60383 -2.00983
H -3.16603 -0.39306 -0.64188
C 0.02832 4.22733 -0.44490
C -0.86264 5.11398 -1.30783
C -0.06442 6.43330 -1.51882
O -1.00875 4.56225 -2.57300
H -0.74178 3.56675 0.09795
H 0.53604 4.68411 0.32624
H 0.67695 3.50844 -1.02508
H -1.92035 5.32489 -0.87010
H 0.94073 6.25826 -1.80490
H -0.05799 7.00099 -0.57145
H -0.48376 7.05551 -2.31719
H -1.43400 3.67312 -2.53041
C 7.11766 -1.70375 3.12691
C 6.06639 -2.04974 2.03938
C 6.26898 -3.49777 1.61795
O 4.80086 -1.84105 2.58078
H 7.10778 -0.67259 3.39618
H 8.07742 -1.90202 2.67292
H 6.86046 -2.27018 4.05197
H 6.29119 -1.41081 1.17133
H 5.47434 -3.80552 0.88351
H 6.22875 -4.21244 2.48113
H 7.24826 -3.76235 1.19156
H 4.49362 -0.94484 2.41105
C -0.18716 -1.27873 1.76256
C -1.29981 -0.54725 1.09049
C -0.88650 0.80776 0.54226
O -1.94063 -1.28399 0.08578
H 0.67203 -1.35348 1.03653
H -0.41298 -2.30426 1.95782
H 0.22868 -0.72272 2.63476
H -2.12784 -0.41457 1.77959
H -0.24971 1.34573 1.25880
H -1.74302 1.36245 0.29566
H -0.28210 0.76596 -0.37501
H -1.40601 -1.49401 -0.72809